Entry 1:
C60H55Br4F5O3P2SSeSiW | ωB97M-V/def2-TZVPD

CARTESIAN COORDINATES (ANGSTROEM)
F: -3.07 -4.48 4.54
H: -3.52 2.18 -2.48
Br: -4.36 -0.05 3.14
Br: -5.23 4.92 0.47
C: 0.73 -2.91 4.54
H: 0.71 -3.30 -3.49
C: -3.95 1.37 -1.91
C: 3.63 -3.11 -0.60
C: -3.80 1.31 1.97
C: 0.24 2.20 -2.61
H: -1.36 -2.44 0.18
H: 5.39 1.04 0.49
C: -0.11 -3.46 -2.81
H: 0.60 -4.26 0.42
C: -0.15 -2.57 3.52
H: 0.49 5.91 1.63
C: 3.84 -5.18 0.60
H: -3.69 -1.75 -2.81
C: 2.46 -5.23 0.76
C: 0.34 -3.77 5.56
Br: -6.30 2.56 2.49
C: -1.29 -2.98 -0.77
H: -3.11 -4.05 -0.47
H: 2.90 4.32 3.12
Si: 0.96 2.05 2.01
C: -2.97 -1.73 -3.61
H: 3.96 0.71 -0.48
C: 4.42 -4.12 -0.09
F: -2.26 -2.76 2.54
H: 0.47 5.05 3.15
C: 2.79 4.44 2.04
H: 1.61 5.21 -0.23
F: 1.97 -2.40 4.50
C: -3.75 -0.68 -0.68
H: -1.41 2.48 5.04
O: 2.18 0.92 1.47
P: 1.19 -1.72 -0.93
C: 1.43 4.16 0.01
H: 4.16 2.28 0.28
H: 4.88 -1.08 1.68
H: -3.16 -1.49 -0.29
H: -4.19 -2.92 -4.89
H: 5.49 -4.08 -0.22
H: 4.46 -5.96 1.00
H: 2.75 -3.01 -3.15
C: 3.82 -0.83 1.72
C: -1.44 -3.09 3.54
H: 0.06 4.79 -4.75
C: -0.85 -1.05 -4.51
H: 2.90 5.51 1.82
C: -2.57 1.19 1.33
C: 3.62 0.68 1.65
H: -2.57 -2.92 -6.75
C: 3.24 -1.44 -4.51
H: 3.61 3.93 1.55
H: -0.41 -1.73 -6.48
C: 1.37 2.69 4.93
H: -1.04 -4.87 -4.10
C: -1.85 -3.96 4.55
Br: -2.29 4.59 -1.02
C: 0.40 2.04 3.95
C: -2.34 -2.40 -5.83
C: -5.30 1.41 -1.62
C: -0.96 2.75 4.09
H: -1.64 2.47 3.29
C: 1.42 3.97 1.53
C: 2.63 0.78 -3.84
C: -1.13 -1.73 -5.68
H: -0.16 0.57 5.43
C: -0.21 3.87 -4.26
H: 2.32 2.18 4.95
H: 3.67 0.83 3.80
H: 3.41 -1.24 2.64
F: 1.20 -4.11 6.52
C: -1.11 -4.34 -3.17
H: 0.09 -0.52 -4.42
S: 1.42 1.43 -1.48
C: -0.95 -4.31 5.56
O: -1.72 0.14 1.38
C: -1.32 3.16 -4.66
C: -0.18 -2.76 -1.60
H: 5.21 1.10 3.00
C: 2.25 -3.13 -0.41
C: -0.93 1.52 -2.93
H: -5.90 2.23 -1.97
H: 3.62 0.32 -5.68
C: 0.36 4.92 2.08
C: -2.19 -4.56 -2.33
C: 3.20 -0.08 -4.77
H: 1.07 -0.01 4.32
H: -1.91 3.50 -5.49
H: 0.94 2.66 5.93
C: -3.16 0.32 -1.47
H: -2.55 1.43 -4.34
C: 4.33 1.22 0.41
C: 0.60 3.38 -3.24
C: 4.14 1.30 2.94
C: -2.28 -3.88 -1.13
F: -1.31 -5.15 6.52
H: -5.55 -1.44 0.19
H: 0.47 3.88 -0.43
H: 3.32 -1.29 0.88
H: 1.54 3.73 4.68
H: 3.70 -2.11 -5.22
H: -0.64 0.13 3.80
C: -1.69 1.99 -4.01
C: -2.91 3.31 0.21
H: 2.62 1.85 -4.01
P: -1.42 0.01 -1.99
O: -1.00 1.86 -0.18
C: -4.59 2.43 1.71
C: 2.05 -1.11 -2.44
C: -1.78 -1.02 -3.47
C: -5.11 -0.64 -0.40
H: -0.84 3.83 4.09
C: -4.14 3.43 0.84
C: -3.25 -2.40 -4.79
W: -0.08 0.28 0.52
C: 2.07 0.26 -2.69
H: 4.09 -2.30 -1.15
C: 2.68 -1.95 -3.35
H: -6.95 0.41 -0.68
C: -5.89 0.39 -0.88
Se: 0.54 -1.63 1.97
H: -2.96 -5.27 -2.60
H: 2.23 3.58 -0.45
H: -0.65 4.58 1.86
C: 0.16 0.59 4.39
C: 1.67 -4.21 0.27
H: 1.49 3.91 -2.94
C: -2.14 2.18 0.44
H: 2.01 -6.06 1.27
H: 3.99 2.37 2.97

Its LUMO energy is -0.2622 hartree. The value obtained for the HOMO energy is -12.709 eV. Its net charge is +2. As for the molar mass: 1623.60 u. The calculation puts the electronic energy at -467461.7335 eV. The spin multiplicity is 1.

Results of the Mulliken charge analysis, in e, for atoms 1 through 99:
1. F -0.28
2. H 0.54
3. Br 0.00
4. Br -0.03
5. C -0.07
6. H 0.28
7. C -0.37
8. C -0.51
9. C -0.19
10. C 0.11
11. H -0.10
12. H 0.67
13. C -0.27
14. H 0.42
15. C 0.71
16. H 0.59
17. C -0.87
18. H 0.56
19. C -0.83
20. C 0.10
21. Br -0.07
22. C -0.11
23. H 0.55
24. H 0.39
25. Si 0.50
26. C -0.84
27. H 0.06
28. C -0.77
29. F -0.12
30. H 0.44
31. C -1.92
32. H 0.82
33. F -0.30
34. C 0.16
35. H 0.56
36. O -0.48
37. P 1.33
38. C -1.63
39. H 0.06
40. H 0.68
41. H -0.94
42. H 0.51
43. H 0.48
44. H 0.47
45. H 0.61
46. C -1.62
47. C -0.42
48. H 0.53
49. C -0.35
50. H 0.56
51. C -0.04
52. C 1.53
53. H 0.44
54. C -1.25
55. H 0.29
56. H 0.49
57. C -1.53
58. H 0.47
59. C -0.02
60. Br 0.03
61. C 2.93
62. C -0.93
63. C -1.10
64. C -1.84
65. H 0.32
66. C 3.15
67. C -0.45
68. C -0.70
69. H 0.85
70. C -1.16
71. H 0.27
72. H 0.25
73. H 0.14
74. F -0.28
75. C -0.87
76. H 0.26
77. S 0.18
78. C 0.57
79. O 0.11
80. C -1.02
81. C 0.82
82. H 0.60
83. C 1.15
84. C -0.31
85. H 0.46
86. H 0.50
87. C -2.16
88. C -1.13
89. C -1.09
90. H 0.26
91. H 0.53
92. H 0.52
93. C 1.17
94. H 0.69
95. C -1.49
96. C 0.04
97. C -1.47
98. C -0.36
99. F -0.26



Entry 2:
C16H37ClN3O4P2 | ωB97M-V/def2-TZVPD

CARTESIAN COORDINATES (ANGSTROEM)
C: 0.68 6.58 -1.12
H: -1.61 0.41 4.00
H: 1.76 5.27 -2.42
H: -5.21 -2.14 -0.21
H: -0.78 -4.09 -3.38
H: 4.24 -1.25 1.26
P: -1.42 1.30 1.84
H: -1.91 -2.71 -3.42
O: -0.20 5.74 -0.93
C: 0.62 7.94 -0.48
N: -0.60 -2.23 2.56
C: -4.17 -2.72 -0.15
H: -2.64 -5.00 0.51
C: 1.85 6.29 -2.02
N: -1.63 -0.01 3.04
H: 0.22 -2.91 2.52
H: -0.69 3.48 2.09
H: 5.03 0.64 -0.38
H: 1.65 -2.12 0.81
Cl: -3.34 1.86 1.00
C: -1.73 -3.72 -3.80
N: 0.92 -0.30 3.37
H: 1.87 1.13 -0.94
H: -3.74 -2.84 -1.24
C: -2.85 -4.63 -3.38
H: -4.43 -3.77 0.34
C: 2.29 3.30 0.50
H: 1.18 -0.31 0.55
H: 2.78 6.36 -1.45
O: -3.80 -4.20 -2.72
H: -1.26 -5.38 1.84
H: -3.84 -1.15 1.47
H: -0.28 8.00 0.14
C: -3.13 -1.86 0.83
C: 1.99 -1.00 1.04
C: 2.12 -0.88 2.66
C: -0.39 -0.93 2.96
H: -2.77 -6.13 -4.90
P: -2.19 -2.94 2.10
O: 3.01 2.93 -0.73
H: 1.49 8.08 0.16
H: 1.03 -0.22 4.40
H: 2.39 -1.90 3.21
H: 0.58 8.71 -1.24
H: 3.40 1.18 -2.05
C: 3.95 0.70 0.11
H: 1.86 6.99 -2.86
C: 3.00 1.48 -0.97
H: 1.29 3.88 0.31
H: 3.68 -1.54 -0.52
C: 3.50 -0.85 0.42
H: 3.03 4.01 1.11
H: -3.66 -6.60 -3.44
C: -2.78 -6.07 -3.81
H: 2.04 2.41 1.22
H: -2.43 -1.12 0.22
C: -1.73 -4.56 1.11
H: -1.89 -6.54 -3.39
H: -0.85 -4.22 0.39
O: -0.95 2.74 2.74
H: 3.04 -0.15 2.87
H: -1.67 -3.68 -4.89
H: 4.08 1.24 1.15

Its LUMO energy is -0.1584 hartree. The value obtained for the HOMO energy is -11.407 eV. Its net charge is +1. As for the molar mass: 432.89 u. The calculation puts the electronic energy at -60941.0220 eV. The spin multiplicity is 1.

Charge distribution, natural (NBO) scheme, values in e:
1. C 0.60
2. H 0.42
3. H 0.24
4. H 0.24
5. H 0.23
6. H 0.22
7. P 1.23
8. H 0.23
9. O -0.57
10. C -0.72
11. N -0.77
12. C -0.65
13. H 0.29
14. C -0.73
15. N -0.97
16. H 0.46
17. H 0.53
18. H 0.23
19. H 0.20
20. Cl -0.30
21. C -0.72
22. N -0.65
23. H 0.17
24. H 0.28
25. C 0.61
26. H 0.21
27. C -0.29
28. H 0.24
29. H 0.23
30. O -0.57
31. H 0.26
32. H 0.27
33. H 0.24
34. C -0.75
35. C -0.45
36. C -0.26
37. C 0.71
38. H 0.24
39. P 0.97
40. O -0.56
41. H 0.23
42. H 0.43
43. H 0.20
44. H 0.24
45. H 0.21
46. C -0.45
47. H 0.24
48. C -0.07
49. H 0.20
50. H 0.23
51. C -0.41
52. H 0.20
53. H 0.24
54. C -0.72
55. H 0.17
56. H 0.24
57. C -0.96
58. H 0.23
59. H 0.23
60. O -0.98
61. H 0.24
62. H 0.25
63. H 0.22



Entry 3:
C62H52HfOP3SiTe2 | ωB97M-V/def2-TZVPD

CARTESIAN COORDINATES (ANGSTROEM)
H: 5.20 4.88 -2.58
H: 6.35 -2.94 0.14
H: -3.34 3.22 3.13
H: 4.62 -4.71 0.52
H: -4.28 3.85 -3.73
C: 1.76 -1.06 6.64
H: -0.56 -7.61 -2.78
C: -3.28 0.17 1.04
H: -1.27 3.34 0.09
H: -6.29 0.77 2.44
C: -2.73 2.27 -1.12
H: 1.54 -4.21 -1.38
H: 1.11 6.92 3.74
C: 5.36 -2.68 0.49
C: 3.66 -1.16 -2.80
C: 3.15 -3.36 1.30
H: 3.48 -0.01 1.11
C: 3.94 1.87 -1.90
C: 4.55 4.04 -2.76
C: -4.46 0.81 1.28
P: 1.21 -1.43 2.10
C: -3.00 -2.62 -3.42
C: 0.73 -0.45 -4.70
H: -0.12 -1.39 -6.50
C: 3.24 -3.55 -2.60
C: 2.50 3.01 -3.48
Te: -1.39 1.33 3.30
C: -1.09 -4.85 2.38
C: -2.01 3.38 -0.68
H: -1.66 -4.20 -0.83
H: -3.07 -3.42 -4.08
C: 0.16 -2.88 1.79
C: 2.41 -0.93 -2.11
H: 3.45 -0.60 3.71
H: 3.84 -0.64 6.16
C: 2.66 -0.80 4.41
Te: 1.89 2.58 1.79
C: -1.69 5.53 2.30
H: -3.58 -2.36 3.32
C: -2.50 -0.67 -1.50
P: 1.45 0.66 -2.12
H: 1.08 4.93 4.81
H: -2.55 5.71 1.62
O: -0.22 -7.45 -3.68
C: -0.32 -3.78 2.73
C: -1.52 -5.05 1.05
H: -5.61 -1.18 3.78
C: 0.27 6.27 3.46
H: 3.53 -4.56 -2.80
C: 0.40 0.45 -3.64
C: 3.36 4.12 -3.50
C: 4.38 -3.69 0.76
H: -1.33 5.45 -1.07
C: 2.83 -2.03 1.47
H: -0.56 -8.13 -4.29
H: 5.79 -0.59 0.60
C: -0.31 -3.08 0.45
H: -4.66 -0.21 -1.52
H: 2.04 -1.12 7.76
C: -1.16 -4.14 0.12
H: -2.02 -1.52 1.57
C: -1.46 -0.07 -5.61
C: 2.81 -0.71 5.77
H: -2.17 -0.28 -6.38
H: -0.61 2.56 5.47
H: 2.43 -4.08 1.60
H: -1.40 -5.58 3.14
C: -3.57 3.61 -2.91
C: -1.45 -1.49 -1.90
C: -2.93 -1.01 1.76
C: -4.99 -0.81 2.97
C: 4.00 -2.46 -3.04
C: 0.33 -1.41 4.74
C: 1.62 -2.02 -1.69
H: -5.06 -2.12 -3.12
P: -2.17 0.68 -0.32
C: -3.78 -1.47 2.71
C: -4.08 -1.85 -2.85
C: -3.54 2.38 -2.23
C: 2.05 -3.33 -1.87
H: 4.21 -0.30 -3.18
H: -2.71 1.35 -4.60
C: -2.38 3.07 2.61
H: -0.30 -1.65 6.77
H: -0.66 -1.64 4.28
H: -0.99 1.92 -2.94
H: 4.17 1.01 -1.36
H: -0.03 -3.74 3.76
H: -2.13 -5.89 0.74
H: -4.10 1.58 -2.58
C: 1.39 -1.25 3.90
C: 2.70 1.90 -2.65
H: 5.89 2.79 -1.63
H: 4.82 -2.74 -3.67
C: -0.58 4.07 3.88
H: 1.73 -1.00 -4.73
H: -2.76 5.53 -3.18
C: -1.51 4.27 2.87
H: -2.64 2.95 1.56
Si: 0.05 -1.61 -0.77
C: 3.77 -1.05 1.11
C: 4.84 2.91 -2.02
C: -1.72 -2.42 -2.92
C: -0.82 1.09 -3.67
H: 0.75 2.46 4.34
H: 1.63 2.97 -4.12
H: -0.71 7.59 2.10
C: -0.27 2.68 4.46
H: -4.87 1.64 0.72
C: -5.35 0.31 2.25
C: 5.10 -1.36 0.79
Hf: 0.31 0.78 0.70
C: -3.85 -0.87 -1.93
C: -0.26 -0.72 -5.64
C: -1.74 0.85 -4.65
C: -0.66 6.57 2.47
C: 0.52 -1.45 6.12
H: -0.94 -3.06 -3.31
H: 3.21 5.00 -4.18
C: 0.30 5.08 4.11
C: -2.77 4.68 -2.51
C: -2.04 4.63 -1.34

Its LUMO energy is -0.1123 hartree. The value obtained for the HOMO energy is -8.971 eV. Its net charge is +1. As for the molar mass: 1367.79 u. The calculation puts the electronic energy at -118816.4334 eV. The relative energy (zero: lowest compared OMol25 entry of this formula, charge and spin) comes out at 284.41 kJ/mol. The spin multiplicity is 1.

Results of the Mulliken charge analysis, in e, for atoms 1 through 99:
1. H 0.40
2. H 0.41
3. H 0.66
4. H 0.51
5. H 0.39
6. C -0.58
7. H 0.32
8. C 0.58
9. H 0.38
10. H 0.51
11. C 1.12
12. H 0.29
13. H 0.34
14. C -0.73
15. C -0.79
16. C -0.65
17. H 0.08
18. C -0.64
19. C -0.59
20. C -0.26
21. P 0.71
22. C -1.20
23. C -0.43
24. H 0.41
25. C -0.82
26. C -0.39
27. Te 0.14
28. C -0.94
29. C 0.29
30. H 0.58
31. H 0.68
32. C -0.20
33. C 0.74
34. H 0.40
35. H 0.36
36. C -0.73
37. Te -0.63
38. C -0.36
39. H 0.48
40. C 1.07
41. P 1.09
42. H 0.45
43. H 0.45
44. O -0.63
45. C -0.77
46. C -0.97
47. H 0.41
48. C -0.41
49. H 0.52
50. C 0.08
51. C -0.87
52. C -0.75
53. H 0.42
54. C 0.22
55. H 0.31
56. H 0.55
57. C 0.91
58. H 0.41
59. H 0.31
60. C -0.38
61. H 0.02
62. C -0.79
63. C -0.61
64. H 0.45
65. H 0.76
66. H 0.69
67. H 0.41
68. C -0.86
69. C 1.19
70. C 0.34
71. C -1.00
72. C -1.19
73. C 0.21
74. C 1.50
75. H 0.50
76. P 0.17
77. C -0.42
78. C -1.20
79. C -1.01
80. C -0.13
81. H 0.57
82. H 0.40
83. C -0.06
84. H 0.49
85. H 0.55
86. H 0.36
87. H 0.53
88. H 0.71
89. H 0.48
90. H 0.79
91. C 0.56
92. C 0.41
93. H 0.31
94. H 0.45
95. C 0.16
96. H 0.20
97. H 0.45
98. C 0.62
99. H -0.24